[1]
This record from the Open Molecules 2025 dataset describes C5H10O2 as an isolated structure in a non-equilibrium geometry. The level of theory is the ωB97M-V functional and the def2-TZVPD basis.

```
17
Properties=species:S:1:pos:R:3:lowdin_charge:R:1
C 0.40 -0.67 0.11 -0.38
C -0.31 1.30 1.08 -0.08
C -0.05 -2.10 0.02 -0.02
C -1.15 1.41 -0.79 -0.07
C 1.84 -0.43 -0.07 -0.23
O -0.16 -0.02 1.23 -0.13
O 2.52 -0.93 -0.95 0.05
H -0.26 0.20 -0.72 0.13
H 2.28 0.29 0.64 0.13
H 0.58 1.86 0.81 0.09
H -0.97 1.72 1.83 0.11
H 0.41 -2.56 -0.86 0.09
H 0.25 -2.67 0.90 0.09
H -1.14 -2.16 -0.08 0.08
H -2.13 0.96 -0.66 0.05
H -0.83 1.35 -1.84 0.05
H -1.28 2.48 -0.66 0.03
```

## Properties
E_HOMO = -9.18 eV
gap between HOMO and LUMO = 9.90 eV
E_LUMO = 0.02666 hartree
energy relative to the best compared isomer or geometry (same formula, charge and spin) = 494.1 kJ/mol

=====

[2]
This record from the Open Molecules 2025 dataset describes a 2-piece molecular cluster, C5H10O2 overall. The level of theory is the ωB97M-V functional and the def2-TZVPD basis.

```
17
Properties=species:S:1:pos:R:3:lowdin_charge:R:1
C 2.77 -0.12 0.37 -0.12
O 1.38 0.02 0.53 -0.19
C 0.65 -0.70 -0.44 -0.20
C -0.78 -0.50 -0.14 -0.11
C -1.69 0.13 0.53 -0.33
O -2.04 1.09 1.39 0.08
C -2.21 -1.05 -0.19 -0.03
H 3.07 -1.18 0.41 0.09
H 3.24 0.41 1.20 0.09
H 3.12 0.30 -0.58 0.09
H 0.91 -0.35 -1.45 0.13
H 0.91 -1.77 -0.39 0.13
H -1.23 1.56 1.63 0.12
H -2.81 -0.93 -1.10 0.08
H -2.46 -1.96 0.37 0.08
H -1.21 2.30 -1.28 0.04
H -1.62 2.75 -0.86 0.04
```

## Properties
E_HOMO = -8.45 eV
gap between HOMO and LUMO = 9.32 eV
E_LUMO = 0.03200 hartree
energy relative to the best compared isomer or geometry (same formula, charge and spin) = 490.7 kJ/mol
SMILES = COCC1=C(O)C1.[H][H]

=====

Q: What is the formula in the second record?
A: C5H10O2

=====

Q: energy relative to the best compared isomer or geometry (same formula, charge and spin) of number 1 (C5H10O2)?
A: 494.1 kJ/mol

=====

Q: Which of these has the highest E_LUMO?
A: number 2

=====

Q: Number 1 is which compound?
A: C5H10O2